128
Properties=species:S:1:pos:R:3:forces:R:3:mulliken_charge:R:1 method="wB97M-V/def2-TZVPD" e_homo_ev=-8.60
C -3.029 -0.030 -4.575 -0.069 1.494 -1.146 0.363
O -2.729 -0.064 -3.415 0.369 -0.288 2.636 -0.044
N -4.078 0.612 -5.083 -2.803 1.284 -0.138 -0.500
N -2.327 -0.476 -5.594 1.783 -1.376 -0.780 -0.487
H -4.492 0.057 -5.819 -0.649 0.673 0.073 0.220
H -4.634 1.170 -4.452 -0.330 -0.541 -0.280 0.220
H -2.420 0.097 -6.421 0.475 -0.447 0.052 0.270
H -1.433 -0.791 -5.244 0.873 -0.594 -0.705 0.465
C -4.308 0.957 0.138 -3.471 -3.893 -0.381 0.382
O -5.313 0.233 0.077 -0.301 0.754 -0.024 -0.763
N -3.756 1.478 -0.900 1.126 2.256 -3.455 0.301
N -3.628 1.078 1.234 1.384 0.759 3.939 -0.024
H -4.236 1.353 -1.780 0.550 -0.022 0.126 -0.081
H -2.861 1.928 -0.769 0.069 0.003 -0.646 -0.008
H -3.919 0.399 1.922 0.373 0.235 0.129 0.243
H -2.660 1.352 1.139 0.387 -0.271 0.392 -0.042
C 1.265 1.724 -3.493 0.853 -1.976 -2.675 0.673
O 2.113 0.871 -3.280 0.889 -2.233 1.760 -0.869
N 1.578 2.948 -3.403 1.519 5.383 2.171 -0.293
N 0.198 1.546 -4.222 -3.046 -2.086 -1.275 0.041
H 0.915 3.663 -3.665 0.419 0.344 0.448 0.091
H 2.325 3.089 -2.738 -0.118 0.859 -0.344 0.211
H -0.364 2.314 -4.560 0.149 -0.158 0.217 0.095
H 0.078 0.598 -4.548 -0.271 0.093 0.099 0.114
C 2.888 2.254 1.548 -0.129 -1.383 1.588 0.582
O 2.810 1.046 1.558 0.820 -2.069 0.239 -0.712
N 1.859 3.013 1.548 -4.678 2.611 -1.010 0.019
N 3.927 2.978 1.821 4.525 1.427 0.283 -0.439
H 2.049 4.004 1.574 -1.107 -0.235 -0.069 0.088
H 0.944 2.640 1.337 -0.217 0.343 -0.391 -0.250
H 4.688 2.584 2.356 0.093 0.269 -0.477 0.235
H 3.803 3.973 1.698 0.917 -0.311 0.434 0.123
C 4.585 -4.682 3.134 0.601 1.670 -0.994 0.283
O 5.359 -3.818 2.799 1.072 1.237 -0.174 -0.682
N 4.575 -5.878 2.595 0.552 -2.214 -0.492 -0.443
N 3.540 -4.467 3.891 -3.278 1.376 3.197 -0.233
H 5.455 -6.074 2.139 -0.159 -0.892 0.223 0.186
H 4.010 -6.484 3.173 0.632 -1.137 -0.788 0.273
H 3.210 -3.534 4.090 0.756 0.078 -0.030 0.198
H 2.964 -5.159 4.350 0.306 -0.239 -0.529 0.219
C 3.282 -2.100 0.195 3.257 -0.148 -0.092 0.263
O 3.571 -3.124 -0.350 -0.523 -2.824 -2.409 -0.736
N 3.266 -0.894 -0.336 -0.666 2.761 -1.802 0.013
N 3.386 -2.044 1.507 -1.611 0.539 3.198 0.422
H 3.587 -0.669 -1.266 -0.384 -0.561 0.021 0.248
H 3.347 -0.132 0.322 -0.125 0.105 -0.445 0.089
H 3.878 -2.796 1.966 0.127 0.483 0.082 0.065
H 3.267 -1.121 1.901 0.496 -0.536 0.563 -0.003
C 0.854 -2.192 -4.117 1.663 1.631 0.701 0.368
O 0.035 -1.291 -4.372 -0.738 -1.628 -0.780 -0.686
N 0.965 -3.466 -4.622 -1.154 1.735 0.348 -0.458
N 1.865 -1.854 -3.279 -0.223 -2.020 -0.230 -0.083
H 0.239 -3.699 -5.285 0.682 -0.714 0.060 0.259
H 1.839 -3.915 -4.386 -0.688 -0.608 -0.691 0.184
H 2.540 -2.589 -3.124 0.254 0.637 0.570 0.133
H 2.007 -0.876 -3.066 0.061 0.582 -0.034 0.097
C -1.277 -2.919 1.892 -0.152 2.496 0.824 0.602
O -0.352 -3.036 1.139 2.956 1.569 -1.927 -0.912
N -1.738 -1.855 2.528 1.215 4.624 0.893 -0.291
N -2.036 -3.887 2.074 -3.370 -6.531 0.293 -0.368
H -2.366 -1.830 3.319 0.170 -0.381 -0.387 0.235
H -1.156 -1.041 2.385 -0.110 0.253 0.396 -0.038
H -2.761 -3.958 2.774 0.095 -0.254 -0.682 0.140
H -1.764 -4.547 1.360 -0.892 -1.610 0.486 0.312
C -2.377 4.135 -4.436 1.875 -0.513 -0.692 0.619
O -1.171 4.051 -4.459 1.639 0.237 -0.083 -0.784
N -3.108 4.897 -5.171 -1.204 4.087 -3.442 -0.472
N -3.183 3.396 -3.763 -1.888 -3.278 3.750 -0.059
H -4.079 4.995 -4.909 0.399 0.693 -0.823 0.131
H -2.614 5.564 -5.746 -0.570 0.151 -0.019 0.286
H -2.772 2.854 -3.016 -0.564 -0.146 0.096 -0.187
H -4.137 3.724 -3.802 0.121 -1.071 1.001 0.253
C 2.255 -1.354 5.418 0.568 1.418 -1.677 0.688
O 2.851 -0.513 5.996 2.071 2.957 2.586 -0.741
N 2.065 -1.364 4.142 -0.132 1.142 -4.577 0.151
N 1.735 -2.405 5.883 -2.213 -5.945 5.337 -0.310
H 1.489 -2.123 3.806 0.133 0.976 -1.195 -0.053
H 2.329 -0.509 3.674 -0.444 -0.432 -0.660 -0.106
H 1.985 -2.625 6.837 -0.377 -0.229 -0.078 0.231
H 1.249 -3.109 5.346 0.131 0.306 0.337 0.129
C -2.388 4.483 1.137 -0.075 0.461 0.195 0.696
O -1.468 5.150 0.810 4.020 3.272 -1.850 -0.937
N -2.413 3.988 2.306 -0.504 -2.748 4.783 -0.324
N -3.431 4.342 0.399 -3.345 -0.444 -3.078 -0.350
H -3.161 3.347 2.530 0.369 0.102 0.744 0.202
H -1.717 4.329 2.953 -0.395 -0.528 0.008 0.198
H -4.203 3.735 0.632 0.043 0.343 -0.241 0.206
H -3.443 4.990 -0.375 -0.532 -0.579 -0.053 0.168
C 0.577 5.722 -1.666 -0.795 1.227 -6.137 0.376
O 1.360 5.901 -2.554 2.180 -0.591 -3.167 -0.701
N -0.696 5.470 -1.868 -3.950 -1.058 -1.989 -0.078
N 0.867 5.957 -0.484 1.501 0.296 7.547 -0.443
H -0.995 5.313 -2.820 0.356 0.122 0.150 0.098
H -1.421 5.541 -1.168 0.611 -0.090 0.158 0.197
H 1.832 5.699 -0.337 -0.136 0.230 0.743 0.215
H 0.079 5.510 -0.038 0.811 0.036 2.506 0.502
C -0.418 0.347 0.125 1.573 -3.877 -3.869 -0.216
O -0.903 1.421 0.332 -1.626 3.772 1.685 -0.791
N 0.579 -0.196 0.802 0.376 0.478 2.545 2.000
N -0.722 -0.339 -1.012 -0.883 0.188 0.171 1.408
H 1.010 0.465 1.433 0.295 -0.588 -0.031 -0.467
H 1.088 -1.048 0.613 -0.568 0.197 -0.365 -0.871
H -1.495 0.034 -1.545 0.239 -0.394 -0.287 -0.705
H -0.340 -1.249 -1.225 -0.131 0.174 0.009 -0.091
C 1.207 -6.180 1.194 -6.028 -3.219 -2.494 0.613
O 0.033 -6.603 0.904 1.830 0.967 1.305 -0.788
N 2.226 -6.953 1.164 3.085 -4.599 0.006 -0.327
N 1.552 -4.998 1.400 0.611 7.094 1.760 0.357
H 3.151 -6.551 1.215 -0.141 -0.783 -0.130 0.247
H 1.973 -7.923 1.039 0.802 0.066 -0.221 0.267
H 0.857 -4.266 1.421 -0.034 0.176 -0.403 0.022
H 2.521 -4.718 1.449 -0.337 -0.007 -0.186 -0.120
C -3.144 -3.368 -2.164 0.755 -4.830 1.042 0.570
O -2.934 -4.525 -1.733 -0.317 1.489 -0.215 -0.718
N -3.185 -3.062 -3.427 0.217 -1.304 -4.529 -0.429
N -3.357 -2.298 -1.516 -0.639 3.873 4.983 -0.209
H -3.077 -2.081 -3.639 0.448 -0.719 -0.657 0.041
H -2.706 -3.823 -3.888 -0.080 0.607 -1.122 0.217
H -3.164 -2.326 -0.525 -0.255 0.393 -0.105 0.076
H -3.271 -1.437 -2.037 -0.127 0.212 0.836 0.230
C 0.429 2.426 5.800 -3.952 -2.240 -0.794 0.731
O -0.672 1.957 5.807 -3.785 -1.551 1.498 -0.698
N 1.434 2.035 6.469 6.085 -1.992 3.790 -0.508
N 0.670 3.271 4.887 2.643 5.160 -4.621 -0.282
H 2.252 1.802 5.924 0.208 0.392 -0.011 0.199
H 1.442 1.357 7.217 -1.068 0.102 -0.162 0.298
H 0.026 3.440 4.127 0.193 -0.288 0.474 0.119
H 1.612 3.628 4.807 -0.297 0.267 -0.243 0.138

123
Properties=species:S:1:pos:R:3:forces:R:3:mulliken_charge:R:1 method="wB97M-V/def2-TZVPD" e_homo_ev=-9.33
C 5.297 1.892 0.878 -0.272 -0.515 -0.148 -1.126
C 4.417 2.867 1.640 0.142 0.857 -0.608 0.375
O 4.972 4.192 1.514 0.543 -0.254 0.515 -0.577
H 6.282 1.645 1.272 0.005 0.621 0.527 0.383
H 5.467 2.204 -0.153 -0.248 0.066 -0.024 0.297
H 4.797 0.924 0.880 -0.257 -0.080 -0.286 0.249
H 4.231 2.551 2.666 0.296 0.127 0.194 0.321
H 3.441 3.010 1.175 -0.292 -0.909 -0.221 -0.207
H 4.524 4.759 2.146 -0.010 0.072 0.040 0.304
C -2.859 0.202 -2.504 1.013 0.562 -0.548 -0.368
C -2.506 -0.621 -1.287 -0.081 0.985 0.292 1.155
O -3.619 -1.309 -0.774 -0.232 -0.874 -0.450 -0.728
H -3.429 -0.215 -3.334 -0.349 -0.648 0.486 0.283
H -1.907 0.437 -2.980 0.175 0.317 0.094 0.031
H -3.308 1.156 -2.227 -0.131 -0.196 0.020 -0.166
H -2.213 0.056 -0.485 0.328 0.488 -0.151 -0.134
H -1.638 -1.272 -1.398 -0.233 -0.239 -0.519 -0.461
H -3.237 -2.170 -0.591 -0.420 -0.554 0.747 0.258
C 1.738 4.868 -1.095 0.129 0.986 1.704 -1.056
C 2.227 3.883 -2.060 0.245 -0.325 -0.727 -0.021
O 1.145 3.037 -2.436 0.248 0.301 -0.331 -0.115
H 2.537 5.579 -0.886 -0.038 0.229 -0.002 0.462
H 1.494 4.424 -0.129 -0.084 -0.237 0.040 0.072
H 0.850 5.425 -1.394 0.052 -0.045 -0.415 0.297
H 3.053 3.268 -1.702 -0.049 -0.059 0.549 0.120
H 2.687 4.406 -2.898 -0.336 0.055 -0.571 0.332
H 1.618 2.240 -2.686 -0.282 -0.692 -0.089 0.057
C 0.259 1.333 0.604 1.512 -0.146 -0.446 -0.394
C 0.458 -0.187 0.561 -1.081 0.902 1.016 -0.132
O 0.792 -0.738 -0.699 0.008 0.249 -0.339 0.310
H 1.268 1.744 0.599 0.019 0.542 -0.323 0.004
H -0.172 1.688 1.541 -0.280 -0.422 0.011 0.161
H -0.296 1.731 -0.246 -0.047 -0.125 0.014 -0.018
H -0.518 -0.553 0.878 0.151 -0.742 0.188 0.138
H 1.248 -0.467 1.259 -0.191 -0.015 0.406 0.425
H 0.369 -1.600 -0.677 0.113 -0.190 -0.453 -0.454
C -1.528 -5.678 -0.811 -0.859 0.682 0.326 -1.428
C -1.770 -4.199 -1.163 1.424 -0.885 -0.056 0.111
O -1.996 -3.455 0.015 -0.781 0.450 -0.539 -0.301
H -1.690 -6.292 -1.697 0.192 -0.330 0.267 0.375
H -2.200 -5.922 0.011 -0.497 -0.359 -0.357 0.395
H -0.557 -5.825 -0.338 0.298 0.078 -0.552 0.221
H -2.529 -3.991 -1.917 -0.539 -0.268 0.522 0.442
H -0.861 -3.897 -1.683 0.244 0.560 0.070 0.181
H -1.225 -3.533 0.582 0.591 0.019 0.284 0.004
C 2.033 -4.413 -1.707 -0.290 0.860 1.694 -0.214
C 3.511 -4.113 -1.591 0.229 -0.614 -1.341 -0.369
O 4.279 -5.294 -1.501 0.561 -0.573 0.697 -0.583
H 1.737 -5.040 -0.867 0.155 -0.703 -0.217 0.258
H 1.633 -4.781 -2.652 0.276 0.169 0.026 0.421
H 1.555 -3.497 -1.361 -0.478 0.401 -0.814 -0.362
H 3.761 -3.495 -0.728 -0.167 -0.151 0.071 0.269
H 3.871 -3.608 -2.487 -0.221 0.593 -0.045 0.261
H 4.073 -5.875 -2.237 -0.074 0.083 -0.092 0.318
C -1.462 4.011 -4.940 0.305 0.682 -0.080 -1.491
C -1.920 3.057 -3.863 -1.213 -0.771 -1.533 0.431
O -1.838 3.437 -2.521 0.520 0.445 -0.395 -0.289
H -0.373 4.063 -4.964 0.095 0.373 0.274 0.295
H -1.909 5.002 -4.869 0.145 0.095 0.147 0.369
H -1.712 3.635 -5.932 -0.302 -0.274 0.073 0.418
H -1.371 2.150 -4.117 0.144 -0.441 0.644 -0.228
H -2.972 2.825 -4.032 -0.105 -0.089 -0.027 0.485
H -0.931 3.745 -2.457 0.558 0.007 0.844 -0.009
C -1.986 5.835 1.314 -0.081 0.519 0.078 -1.206
C -1.575 4.565 2.029 0.727 -0.132 -1.384 0.518
O -2.471 4.191 3.017 -0.486 0.154 0.563 -0.564
H -1.306 6.090 0.501 0.270 -0.157 0.073 0.260
H -2.031 6.701 1.974 0.091 -0.038 0.191 0.365
H -2.966 5.771 0.843 -0.128 -0.386 0.160 0.270
H -0.556 4.584 2.417 0.256 0.720 0.309 0.268
H -1.472 3.784 1.276 -0.379 -0.332 -0.377 -0.188
H -2.045 3.450 3.454 -0.342 -0.465 0.365 0.292
O -1.909 1.449 3.965 0.416 0.575 -0.249 -0.480
H -1.254 0.811 4.247 0.148 -0.154 0.217 0.171
H -2.696 0.929 3.802 -0.342 -0.125 -0.058 0.330
O 0.248 -3.394 1.615 0.021 0.052 -0.383 -0.128
H 1.143 -3.058 1.561 0.218 0.180 -0.142 0.103
H 0.196 -3.798 2.482 -0.253 -0.294 0.676 0.162
O -4.265 3.103 -1.053 -0.568 -0.232 0.212 -0.593
H -4.787 3.899 -1.151 -0.191 0.147 0.058 0.269
H -3.446 3.295 -1.510 0.761 0.084 -0.220 0.337
O 1.016 -4.443 4.382 -0.203 -0.179 -0.320 -0.598
H 1.858 -4.084 4.101 0.329 0.172 -0.080 0.324
H 1.015 -4.337 5.333 -0.195 0.059 0.222 0.279
O -0.565 -1.306 5.797 0.622 -0.115 -0.041 -0.585
H -0.523 -1.673 6.680 0.077 -0.030 0.242 0.252
H -1.502 -1.230 5.613 -0.882 0.202 -0.242 0.283
O 4.464 -0.810 -4.296 0.423 -0.390 -0.605 -0.657
H 3.839 -0.339 -3.745 -0.258 0.391 0.468 0.513
H 4.884 -1.434 -3.704 0.134 -0.125 0.067 0.248
O -2.531 -3.171 3.159 -0.031 -0.246 0.092 -0.615
H -2.433 -2.890 2.249 -0.121 0.050 -0.363 0.344
H -2.061 -2.508 3.666 0.096 0.166 0.240 0.257
O 0.975 -3.173 -5.605 0.418 0.493 0.002 -0.601
H 0.110 -3.344 -5.233 -0.486 -0.504 0.361 0.365
H 0.860 -3.298 -6.547 0.128 0.022 -0.275 0.298
O 2.004 -0.887 4.625 0.095 -0.214 -0.313 -0.687
H 2.467 -1.697 4.411 0.147 -0.205 0.079 0.366
H 1.157 -1.177 4.965 -0.742 0.075 0.277 0.315
O -4.863 0.662 0.588 -0.357 0.250 0.551 -0.699
H -4.439 -0.057 0.120 0.162 -0.826 -0.217 0.429
H -4.913 1.371 -0.053 0.075 0.649 -0.091 0.258
O -3.341 -0.735 5.164 0.864 -0.517 0.834 -0.531
H -3.852 -0.368 5.885 -0.061 0.079 0.193 0.217
H -3.893 -0.612 4.391 -0.704 0.045 -0.771 0.337
O 2.697 0.630 -2.725 0.734 0.823 0.192 -0.957
H 2.061 0.511 -3.431 -0.617 -0.597 -0.466 0.422
H 2.335 0.136 -1.990 -0.445 -0.346 0.412 0.350
O 3.590 -3.053 4.314 0.081 -0.332 -0.201 -0.655
H 4.346 -2.486 4.157 0.307 0.249 -0.152 0.272
H 3.950 -3.812 4.773 0.118 -0.264 0.221 0.264
O -4.959 0.317 3.308 0.130 -0.205 0.999 -0.670
H -4.967 0.411 2.355 0.006 0.121 -1.258 0.367
H -5.105 1.204 3.638 -0.113 0.288 0.078 0.291
O 0.689 -0.472 -4.177 -0.240 0.371 0.190 -0.577
H 0.752 -1.276 -4.693 0.436 -0.648 -0.399 0.295
H -0.059 -0.005 -4.550 -0.221 0.216 -0.036 0.195
O -1.361 -4.007 -4.305 0.081 0.175 -0.034 -0.664
H -1.675 -4.910 -4.268 0.028 -0.346 -0.015 0.292
H -2.118 -3.501 -4.601 -0.313 0.228 -0.021 0.292
O 2.351 1.664 4.852 0.301 1.213 0.082 -0.635
H 2.399 0.709 4.806 -0.065 -0.590 -0.041 0.511
H 1.436 1.868 4.661 -0.153 0.098 -0.033 0.252

36
Properties=species:S:1:pos:R:3:forces:R:3:mulliken_spin:R:1 method="wB97M-V/def2-TZVPD" e_homo_ev="-11.11 / -11.35" total_charge=+1 multiplicity=2
Ir 0.319 -0.059 0.211 -0.245 0.526 -0.296 0.032
Br 6.886 0.584 2.216 0.010 -0.004 0.001 0.033
C 5.024 0.535 2.162 -0.021 0.006 -0.032 0.131
C 4.271 0.827 3.360 0.006 -0.006 0.001 0.073
Br 5.176 1.241 4.939 -0.004 0.000 -0.007 0.022
C 2.903 0.805 3.347 -0.021 -0.024 -0.024 0.001
Br 1.842 1.180 4.838 -0.005 0.002 0.007 0.003
C 2.221 0.484 2.143 0.023 0.044 0.039 0.175
O 0.939 0.482 2.060 0.127 0.011 -0.075 0.209
C 2.980 0.180 0.946 -0.059 -0.037 -0.055 0.191
O 2.316 -0.104 -0.130 0.070 -0.285 0.247 0.154
C 4.387 0.225 0.983 0.053 0.013 0.032 -0.031
Br 5.289 -0.156 -0.612 -0.006 -0.001 -0.002 -0.003
S -0.739 -1.919 1.066 0.282 -0.113 0.146 -0.004
C -2.037 -0.779 1.317 0.027 -0.034 -0.060 -0.002
C -3.264 -0.853 1.951 -0.003 -0.019 0.000 0.000
C -4.026 0.302 1.982 -0.006 0.001 0.001 0.000
C -3.552 1.479 1.406 0.004 -0.003 -0.008 0.000
C -2.315 1.477 0.799 -0.058 -0.010 0.021 0.001
N -1.592 0.354 0.755 -0.094 -0.024 -0.177 0.009
H -3.597 -1.775 2.405 0.001 0.000 -0.001 0.000
H -4.994 0.292 2.465 0.001 -0.002 0.002 0.000
H -4.135 2.387 1.433 0.003 0.003 -0.001 0.000
H -1.885 2.356 0.341 -0.003 0.001 0.001 -0.001
O -0.256 -1.411 -5.787 0.001 0.002 0.000 0.000
C -0.178 -1.190 -4.476 -0.001 -0.003 0.006 0.000
C -0.129 -2.200 -3.516 -0.007 0.018 -0.013 0.000
C -0.052 -1.853 -2.190 -0.019 -0.013 -0.045 -0.002
N -0.021 -0.576 -1.767 -0.166 -0.097 0.109 0.002
C -0.055 0.376 -2.706 -0.001 -0.063 0.022 0.000
Br 0.057 2.139 -2.065 0.110 0.089 0.148 0.009
C -0.136 0.138 -4.053 -0.005 0.009 -0.005 -0.002
H -0.272 -2.355 -5.989 0.001 0.000 0.000 0.000
H -0.149 -3.245 -3.795 0.000 0.000 0.001 0.000
H -0.021 -2.609 -1.422 0.004 0.015 0.015 -0.001
H -0.159 0.946 -4.769 -0.001 0.001 0.000 0.000

Per-record calculated total energy, a.u.: -3604.41803 -2539.72191 -14322.15091
Per-record relative energy (zero: lowest compared OMol25 entry of this formula, charge and spin), eV: 12.089 0.000 0.283